100
Properties=species:S:1:pos:R:3:lowdin_charge:R:1 method="wB97M-V/def2-TZVPD" energy_ha=-8123.64708 homo_energy_ev="-8.98 / -10.58" spin_multiplicity=6 total_charge=+1 orbital_gap_ev="5.713 / 7.317" lumo_energy_ev="-3.27 / -3.27"
Cr -0.837 -0.807 -2.304 0.68
F 1.727 1.680 3.183 0.07
C 0.426 1.379 2.992 -0.17
C 0.072 0.646 1.896 0.11
C -1.279 0.394 1.647 -0.03
C -1.659 -0.271 0.411 -0.26
O -0.753 -0.731 -0.319 -0.10
C -3.048 -0.324 0.117 -0.01
C -3.932 0.120 1.048 0.06
N -3.591 0.670 2.232 0.02
C -4.626 1.156 3.116 -0.26
C -4.807 0.487 4.449 -0.09
C -5.819 0.288 3.360 -0.07
C -2.254 0.886 2.526 -0.10
C -1.858 1.599 3.661 0.06
C -0.522 1.868 3.896 -0.14
N -0.183 2.648 5.034 -0.11
C 1.144 2.552 5.630 -0.13
C 1.090 3.255 7.000 -0.07
N -0.343 3.297 7.441 0.05
C -1.139 4.239 6.576 -0.07
C -0.700 4.005 5.122 -0.12
C -3.622 -0.818 -1.196 -0.57
O -4.808 -1.094 -1.233 0.07
O -2.804 -0.864 -2.189 -0.11
H 0.819 0.322 1.182 0.12
H -4.991 0.039 0.837 0.15
H -4.784 2.226 3.053 0.16
H -5.073 1.106 5.296 0.10
H -4.152 -0.345 4.669 0.11
H -6.778 0.778 3.444 0.11
H -5.844 -0.680 2.878 0.12
H -2.602 1.951 4.363 0.11
H 1.929 3.023 5.036 0.13
H 1.402 1.501 5.748 0.14
H 1.426 4.289 6.948 0.14
H 1.679 2.735 7.751 0.14
H -0.426 3.550 8.424 0.19
H -0.732 2.362 7.311 0.18
H -0.942 5.253 6.917 0.14
H -2.190 4.005 6.732 0.13
H 0.058 4.740 4.827 0.14
H -1.547 4.133 4.454 0.13
C -0.524 0.120 -6.233 -0.14
C -1.814 -0.665 -6.477 -0.14
C -2.142 -1.229 -5.100 -0.13
O -0.876 -1.240 -4.365 -0.30
C 0.185 -0.775 -5.243 -0.18
H -0.730 1.083 -5.766 0.12
H 0.061 0.279 -7.137 0.12
H -1.637 -1.468 -7.193 0.12
H -2.626 -0.046 -6.856 0.12
H -2.519 -2.250 -5.127 0.13
H -2.838 -0.612 -4.539 0.11
H 0.629 -1.648 -5.730 0.12
H 0.931 -0.269 -4.639 0.09
F -0.198 3.893 -0.380 0.13
C -0.701 3.211 -1.417 -0.65
F -1.711 2.454 -0.947 0.12
F -1.212 4.081 -2.282 0.15
S 0.588 2.148 -2.205 0.49
O 1.446 3.081 -2.868 -0.26
O 1.163 1.417 -1.095 -0.32
O -0.196 1.293 -3.108 -0.34
C 0.749 -4.198 -4.384 -0.23
Ge 1.023 -3.834 -2.475 0.73
C 2.451 -4.999 -1.776 -0.23
C -0.665 -4.247 -1.555 -0.23
Ge 1.776 -1.502 -1.981 0.99
C 2.340 -1.426 -0.113 -0.35
C 3.363 -0.574 0.304 -0.09
C 3.737 -0.518 1.639 -0.08
C 3.095 -1.315 2.578 -0.10
C 2.074 -2.168 2.177 -0.09
C 1.699 -2.215 0.842 -0.14
C 3.214 -0.895 -3.153 -0.34
C 3.656 0.428 -3.169 -0.11
C 4.676 0.818 -4.026 -0.06
C 5.267 -0.107 -4.876 -0.08
C 4.832 -1.426 -4.872 -0.08
C 3.807 -1.814 -4.020 -0.12
H 0.634 -5.278 -4.499 0.03
H 1.584 -3.874 -5.006 0.01
H -0.163 -3.714 -4.735 0.01
H 2.130 -6.040 -1.860 0.02
H 2.662 -4.778 -0.729 0.01
H 3.371 -4.873 -2.348 0.02
H -1.098 -5.136 -2.018 0.03
H -1.397 -3.441 -1.633 0.00
H -0.500 -4.464 -0.499 0.02
H 3.868 0.057 -0.418 0.10
H 4.534 0.149 1.946 0.11
H 3.398 -1.281 3.618 0.10
H 1.571 -2.797 2.901 0.10
H 0.882 -2.865 0.545 0.08
H 3.194 1.168 -2.524 0.08
H 5.001 1.851 -4.033 0.11
H 6.061 0.200 -5.544 0.10
H 5.288 -2.153 -5.532 0.10
H 3.477 -2.847 -4.032 0.07